Entry 1:
{
  "formula": "C7H12B2ClF2O5",
  "method": "ωB97M-V with the def2-TZVPD basis set",
  "symbols": ["O", "C", "C", "B", "C", "C", "C", "Cl", "H", "H", "H", "H", "H", "H", "H", "H", "H", "H", "H", "H", "B", "O", "C", "O", "C", "O", "O", "F", "F"],
  "coordinates": [[-2.068, 0.686, -0.439], [-0.723, 0.980, 0.079], [0.465, -0.007, -0.498], [1.746, 0.171, 0.569], [2.658, 1.574, 0.600], [1.863, 2.847, 1.265], [1.502, 4.059, 0.214], [0.431, 5.377, 1.041], [-2.636, 1.467, -0.105], [-0.693, 0.871, 1.262], [-0.462, 2.098, -0.157], [0.140, -1.133, -0.610], [0.879, 0.366, -1.551], [1.990, -0.755, 1.267], [3.107, 1.824, -0.453], [3.593, 1.340, 1.303], [2.581, 3.287, 2.103], [0.849, 2.551, 1.813], [1.036, 3.671, -0.799], [2.511, 4.599, -0.042], [-2.849, -4.227, -1.633], [-1.444, -3.829, -1.777], [-0.954, -3.656, -0.542], [0.195, -3.322, -0.302], [-1.978, -3.924, 0.430], [-1.855, -3.858, 1.643], [-3.115, -4.266, -0.191], [-3.058, -5.543, -2.217], [-3.714, -3.251, -2.277]],
  "nbo_charge": [-0.71, -0.05, -0.80, 0.72, -0.79, -0.42, -0.36, -0.12, 0.46, 0.15, 0.15, 0.29, 0.21, -0.08, 0.23, 0.22, 0.22, 0.22, 0.23, 0.22, 1.26, -0.65, 0.66, -0.58, 0.66, -0.56, -0.65, -0.56, -0.56],
  "lumo_ev": 2.349,
  "charge": -1,
  "orbital_gap_ev": 9.225
}

Entry 2:
{
  "formula": "C17H16BrNO4",
  "method": "ωB97M-V with the def2-TZVPD basis set",
  "symbols": ["C", "C", "C", "O", "C", "O", "C", "C", "C", "C", "C", "C", "Br", "C", "C", "N", "C", "O", "C", "C", "C", "C", "O", "H", "H", "H", "H", "H", "H", "H", "H", "H", "H", "H", "H", "H", "H", "H", "H"],
  "coordinates": [[-1.311, 4.008, 2.372], [-2.081, 2.723, 2.655], [-2.190, 2.429, 4.143], [-1.394, 1.608, 2.058], [-1.617, 1.364, 0.766], [-2.368, 2.002, 0.069], [-0.838, 0.183, 0.288], [-1.039, -0.214, -0.983], [-0.473, -1.359, -1.675], [-0.213, -2.572, -1.033], [0.344, -3.632, -1.721], [0.657, -3.480, -3.062], [1.474, -4.918, -4.000], [0.384, -2.299, -3.731], [-0.193, -1.253, -3.039], [0.000, -0.401, 1.234], [1.256, -0.933, 1.112], [1.753, -1.547, 2.036], [1.977, -0.717, -0.151], [2.979, -1.479, -0.698], [3.361, -0.828, -1.889], [2.582, 0.287, -1.969], [1.746, 0.364, -0.928], [-0.303, 3.934, 2.773], [-1.818, 4.849, 2.834], [-1.255, 4.179, 1.300], [-3.077, 2.784, 2.196], [-2.725, 1.497, 4.309], [-1.197, 2.344, 4.578], [-2.725, 3.234, 4.638], [-1.679, 0.431, -1.571], [-0.462, -2.696, 0.009], [0.542, -4.566, -1.218], [0.618, -2.201, -4.780], [-0.409, -0.328, -3.553], [-0.330, -0.349, 2.192], [3.372, -2.388, -0.291], [4.113, -1.142, -2.583], [2.540, 1.080, -2.690]],
  "nbo_charge": [-0.63, 0.09, -0.62, -0.52, 0.77, -0.60, 0.05, -0.17, 0.00, -0.20, -0.23, -0.07, 0.05, -0.24, -0.20, -0.62, 0.64, -0.58, 0.14, -0.22, -0.32, 0.12, -0.40, 0.21, 0.22, 0.23, 0.20, 0.22, 0.21, 0.22, 0.24, 0.23, 0.23, 0.23, 0.22, 0.43, 0.24, 0.24, 0.21],
  "lumo_ev": -0.175,
  "orbital_gap_ev": 8.311,
  "smiles": "CC(C)OC(=O)/C(=C/c1ccc(Br)cc1)NC(=O)c1ccco1",
  "relative_energy_kcal_mol": 16.2
}

Entry 3:
{
  "formula": "C15H46NO13S2",
  "method": "ωB97M-V with the def2-TZVPD basis set",
  "symbols": ["C", "C", "S", "O", "O", "N", "S", "O", "O", "C", "C", "C", "C", "H", "H", "H", "H", "H", "H", "H", "H", "H", "H", "C", "O", "H", "H", "H", "H", "C", "O", "H", "H", "H", "H", "C", "O", "H", "H", "H", "H", "C", "O", "H", "H", "H", "H", "C", "O", "H", "H", "H", "H", "C", "O", "H", "H", "H", "H", "C", "O", "H", "H", "H", "H", "C", "O", "H", "H", "H", "H", "C", "O", "H", "H", "H", "H"],
  "coordinates": [[-1.447, -1.406, 1.633], [-0.951, -2.011, 0.725], [-0.524, -2.890, -0.697], [0.788, -3.467, -0.552], [-1.606, -3.846, -0.812], [-0.627, -1.779, -1.785], [0.667, -1.319, -2.616], [1.744, -0.838, -1.773], [1.027, -2.274, -3.640], [-0.012, 0.114, -3.447], [-1.079, 0.898, -2.702], [-0.571, 1.661, -1.481], [0.682, 2.498, -1.745], [-1.885, -0.795, 2.385], [-0.385, -0.249, -4.403], [0.863, 0.733, -3.637], [-1.512, 1.615, -3.406], [-1.872, 0.219, -2.400], [-0.391, 0.969, -0.658], [-1.376, 2.324, -1.153], [0.725, 3.328, -1.044], [0.680, 2.913, -2.751], [1.573, 1.890, -1.590], [3.349, -5.485, 0.099], [3.862, -6.304, 1.160], [4.184, -4.895, -0.265], [2.963, -6.083, -0.729], [2.557, -4.820, 0.440], [3.131, -6.829, 1.498], [-0.726, 6.389, -0.039], [0.417, 5.601, -0.312], [-1.546, 5.700, 0.154], [-0.586, 7.023, 0.842], [-1.002, 7.025, -0.887], [1.154, 6.196, -0.486], [6.417, -3.460, 0.952], [6.857, -4.331, 1.988], [7.274, -2.867, 0.640], [6.061, -4.030, 0.092], [5.627, -2.790, 1.291], [6.105, -4.879, 2.238], [2.942, -1.698, 1.624], [1.793, -2.329, 2.164], [2.806, -0.627, 1.753], [3.848, -2.006, 2.157], [3.045, -1.907, 0.555], [1.873, -3.275, 2.013], [-5.051, -4.090, 0.817], [-4.255, -3.120, 0.169], [-6.090, -3.762, 0.747], [-4.969, -5.073, 0.338], [-4.792, -4.188, 1.874], [-3.330, -3.407, 0.229], [-6.300, -3.308, 4.963], [-5.193, -3.643, 4.141], [-6.918, -2.616, 4.397], [-6.900, -4.188, 5.211], [-5.983, -2.816, 5.887], [-4.623, -4.247, 4.625], [3.480, 8.781, 0.074], [2.705, 7.664, -0.335], [2.966, 9.220, 0.925], [4.483, 8.484, 0.388], [3.556, 9.535, -0.714], [3.128, 7.244, -1.090], [-5.940, -0.374, 2.486], [-4.549, -0.604, 2.415], [-6.084, 0.706, 2.495], [-6.458, -0.784, 1.614], [-6.384, -0.784, 3.399], [-4.403, -1.554, 2.325], [1.944, 5.159, -4.583], [1.110, 4.103, -5.024], [1.497, 5.538, -3.665], [2.958, 4.815, -4.359], [1.998, 5.975, -5.311], [1.481, 3.729, -5.828]],
  "mulliken_charge": [0.35, -1.02, 1.13, -0.58, -0.82, -0.34, 1.13, -0.63, -0.74, -0.87, -0.86, -0.03, -0.83, 0.53, 0.39, 0.37, 0.43, 0.39, 0.07, 0.31, 0.29, 0.05, 0.28, -0.15, -0.53, 0.01, 0.34, 0.06, 0.28, -0.64, -0.38, 0.25, 0.25, 0.27, 0.30, -0.12, -0.54, 0.30, 0.18, -0.09, 0.31, -0.53, -0.47, 0.29, 0.20, 0.24, 0.25, -0.55, -0.40, 0.21, 0.32, 0.17, 0.27, -0.58, -0.42, 0.18, 0.30, 0.28, 0.25, -0.59, -0.46, 0.22, 0.25, 0.25, 0.26, -0.56, -0.43, 0.28, 0.27, 0.13, 0.28, -0.52, -0.50, 0.11, 0.28, 0.34, 0.28],
  "lumo_ev": 1.882,
  "charge": -1,
  "orbital_gap_ev": 7.586,
  "relative_energy_kcal_mol": 0.0
}

Entry 4:
{
  "formula": "C2H5NO2",
  "method": "ωB97M-V with the def2-TZVPD basis set",
  "symbols": ["N", "C", "O", "H", "H", "H", "C", "O", "H", "H"],
  "coordinates": [[0.518, -0.332, -1.252], [-0.466, 0.590, -1.499], [-0.597, 1.661, -0.955], [0.935, -0.692, -2.093], [1.012, -0.433, -0.377], [-1.175, 0.274, -2.264], [-0.207, -0.538, 2.060], [0.651, -1.260, 1.616], [-0.883, -0.047, 1.341], [-0.303, -0.380, 3.142]],
  "nbo_charge": [-0.86, 0.52, -0.58, 0.39, 0.42, 0.10, 0.28, -0.52, 0.13, 0.12],
  "lumo_ev": 0.679,
  "orbital_gap_ev": 10.778,
  "smiles": "NC=O.C=O",
  "relative_energy_kcal_mol": 36.2
}

Entry 5:
{
  "formula": "CH6NOS",
  "method": "ωB97M-V with the def2-TZVPD basis set",
  "symbols": ["S", "H", "N", "C", "O", "H", "H", "H", "H", "H"],
  "coordinates": [[2.272, -1.135, 0.562], [2.596, 0.170, 0.609], [-0.538, 0.009, -1.252], [-0.991, 0.516, 0.025], [-0.794, -0.331, 1.093], [0.461, 0.176, -1.230], [-0.652, -0.997, -1.243], [-0.450, 1.471, 0.129], [-2.034, 0.754, 0.044], [0.130, -0.632, 1.264]],
  "nbo_charge": [-1.03, 0.09, -0.87, 0.11, -0.80, 0.38, 0.35, 0.12, 0.13, 0.51],
  "lumo_ev": 4.307,
  "charge": -1,
  "orbital_gap_ev": 7.399,
  "relative_energy_kcal_mol": 4.0
}

Entry 6:
{
  "formula": "C3H4OS",
  "method": "ωB97M-V with the def2-TZVPD basis set",
  "symbols": ["C", "C", "O", "C", "S", "H", "H", "H", "H"],
  "coordinates": [[0.235, -1.061, -1.525], [-0.133, -0.217, -0.565], [0.326, -0.138, 0.665], [-0.089, 0.922, 1.520], [0.308, 1.055, 3.087], [-0.186, -1.140, -2.435], [1.090, -1.738, -1.240], [-0.877, 0.505, -0.667], [-0.675, 1.813, 1.161]],
  "nbo_charge": [-0.47, 0.15, -0.48, -0.01, 0.04, 0.21, 0.21, 0.15, 0.20],
  "lumo_ev": -0.306,
  "orbital_gap_ev": 9.039,
  "smiles": "C=COC=S",
  "relative_energy_kcal_mol": 43.9
}

Entry 7:
{
  "formula": "H4N2O2P",
  "method": "ωB97M-V with the def2-TZVPD basis set",
  "symbols": ["N", "P", "N", "O", "O", "H", "H", "H", "H"],
  "coordinates": [[-0.777, -0.200, 1.080], [0.675, 0.135, 0.253], [-0.285, 0.470, -1.287], [1.571, -1.038, 0.063], [1.219, 1.448, 0.794], [-0.823, 0.095, 2.018], [-1.137, -1.122, 0.762], [-0.738, -0.406, -1.540], [0.295, 0.617, -2.143]],
  "nbo_charge": [-1.23, 2.36, -1.19, -1.18, -1.18, 0.39, 0.37, 0.33, 0.34],
  "lumo_ev": 4.579,
  "charge": -1,
  "orbital_gap_ev": 8.992,
  "smiles": "NP(N)(=O)[O-]",
  "relative_energy_kcal_mol": 14.1
}

Entry 8:
{
  "formula": "C5H11NO3",
  "method": "ωB97M-V with the def2-TZVPD basis set",
  "symbols": ["C", "C", "O", "C", "C", "N", "C", "O", "O", "H", "H", "H", "H", "H", "H", "H", "H", "H", "H", "H"],
  "coordinates": [[1.830, -0.953, 0.586], [1.922, -0.101, -0.676], [0.697, 0.489, -1.083], [0.197, 1.501, -0.231], [-1.286, 1.281, -0.013], [-1.529, 0.136, 0.874], [-1.708, -1.134, 0.297], [-1.492, -2.172, 0.873], [-2.162, -1.094, -0.975], [1.515, -1.973, 0.362], [1.129, -0.541, 1.312], [2.813, -1.000, 1.064], [2.223, -0.732, -1.517], [2.698, 0.671, -0.571], [0.336, 2.485, -0.703], [0.731, 1.519, 0.724], [-1.739, 2.180, 0.413], [-1.741, 1.135, -0.996], [-2.271, 0.317, 1.535], [-2.163, -2.016, -1.274]],
  "nbo_charge": [-0.65, -0.06, -0.55, -0.07, -0.25, -0.68, 0.89, -0.61, -0.69, 0.22, 0.22, 0.21, 0.19, 0.16, 0.17, 0.18, 0.20, 0.21, 0.40, 0.50],
  "lumo_ev": 0.781,
  "orbital_gap_ev": 10.437,
  "smiles": "CCOCCNC(=O)O",
  "relative_energy_kcal_mol": 22.1
}

Entry 9:
{
  "formula": "H16O8",
  "method": "ωB97M-V with the def2-TZVPD basis set",
  "symbols": ["O", "H", "H", "O", "H", "H", "O", "H", "H", "O", "H", "H", "O", "H", "H", "O", "H", "H", "O", "H", "H", "O", "H", "H"],
  "coordinates": [[2.218, 0.921, -1.570], [1.335, 1.075, -1.848], [2.084, 0.020, -1.349], [-1.293, 1.621, 0.186], [-0.314, 1.618, 0.387], [-1.587, 2.370, -0.323], [-0.053, 0.146, -3.144], [-0.661, -0.451, -2.717], [0.332, -0.383, -3.792], [1.515, -1.411, 0.095], [1.890, -2.193, -0.387], [0.591, -1.731, 0.114], [-0.539, -2.086, 1.950], [0.392, -2.000, 2.139], [-0.900, -1.176, 1.944], [1.067, 1.360, 0.975], [1.096, 0.546, 1.440], [1.842, 1.381, 0.352], [-1.685, 0.781, 2.815], [-0.980, 1.103, 3.437], [-1.613, 1.430, 2.040], [-1.249, -1.047, -1.172], [-1.418, -0.335, -0.495], [-2.071, -1.562, -1.078]],
  "nbo_charge": [-0.96, 0.49, 0.48, -1.03, 0.51, 0.49, -0.97, 0.49, 0.46, -0.99, 0.48, 0.51, -0.96, 0.47, 0.49, -0.96, 0.49, 0.53, -0.99, 0.47, 0.50, -0.98, 0.51, 0.48],
  "lumo_ev": 0.235,
  "orbital_gap_ev": 11.330,
  "smiles": "O.O.O.O.O.O.O.O",
  "relative_energy_kcal_mol": 37.5
}

- Which formula does entry 5 have?
  CH6NOS